P.
ORCA calculation (the ωB97M-V functional and the def2-TZVPD basis) on 2 unconnected molecules or ions with the total composition C6H8N2S.

CARTESIAN COORDINATES (ANGSTROEM)
1 C -1.385 0.782 1.407
2 C -0.025 0.848 1.679
3 N 0.448 -0.394 1.474
4 C -0.628 -1.212 1.107
5 N -1.741 -0.461 1.118
6 H -2.161 1.524 1.431
7 H 0.489 1.740 1.918
8 H 1.390 -0.734 1.482
9 H -0.363 -2.165 0.986
10 C 0.208 1.223 -1.289
11 C 0.047 -0.004 -1.769
12 C 1.056 -0.987 -1.773
13 S 0.821 -2.590 -2.007
14 H -0.533 1.992 -1.351
15 H 1.160 1.557 -0.936
16 H -0.914 -0.396 -2.011
17 H 2.130 -0.724 -1.464

As for the highest occupied orbital energy: -8.65 eV. As for the spin multiplicity: 1. The value obtained for the orbital gap is 7.85 eV. Its structure (SMILES) is c1c[nH]cn1.C=CC=S. The value obtained for the LUMO energy is -0.800 eV.

***

Q.
ORCA calculation (the ωB97M-V functional and the def2-TZVPD basis) on C6H8N2S in the gas phase.

CARTESIAN COORDINATES (ANGSTROEM)
1 C 0.316 -1.161 -1.754
2 N 0.782 -1.514 -0.403
3 C 1.433 -0.408 0.199
4 C 0.253 0.545 0.479
5 C -0.003 1.921 0.895
6 C -1.237 2.076 1.438
7 S -2.184 0.507 1.328
8 C -0.826 -0.274 0.659
9 N -0.573 -1.562 0.475
10 H -0.501 -1.795 -2.022
11 H -0.131 -0.084 -1.766
12 H 1.136 -1.197 -2.467
13 H 2.261 0.091 -0.485
14 H 1.880 -0.603 1.102
15 H 0.704 2.799 0.789
16 H -1.959 2.855 1.517
17 H -1.352 -2.195 0.017

As for the highest occupied orbital energy: -7.68 eV. As for the spin multiplicity: 1. The value obtained for the orbital gap is 8.38 eV. Its structure (SMILES) is CN1Cc2ccsc2N1. The value obtained for the LUMO energy is 0.701 eV.

***

Order of stability, best first: P, Q

***

P.
ORCA calculation (the ωB97M-V functional and the def2-TZVPD basis) on C23H27N3O5S in the gas phase.

CARTESIAN COORDINATES (ANGSTROEM)
1 C -0.065 -2.949 -1.725
2 C -1.420 -2.374 -1.462
3 C -2.572 -2.943 -1.990
4 C -3.819 -2.402 -1.727
5 C -3.967 -1.266 -0.945
6 C -5.328 -0.705 -0.669
7 C -2.809 -0.689 -0.416
8 C -2.824 0.545 0.405
9 O -2.209 0.712 1.426
10 O -3.547 1.534 -0.181
11 C -3.481 2.806 0.440
12 C -2.103 3.474 0.323
13 O -1.811 4.434 0.994
14 N -1.305 2.881 -0.604
15 C 0.083 2.965 -0.717
16 C 0.824 4.032 -0.213
17 C 2.205 4.025 -0.320
18 C 2.866 2.956 -0.906
19 C 2.114 1.905 -1.391
20 S 2.919 0.454 -2.035
21 O 1.944 -0.483 -2.506
22 O 3.995 0.801 -2.916
23 N 3.706 -0.182 -0.685
24 C 3.079 -0.374 0.519
25 N 1.875 0.002 0.608
26 C 1.139 -0.162 1.838
27 C 0.913 -1.626 2.231
28 C 2.117 -2.271 2.913
29 C 3.347 -2.379 2.014
30 C 3.912 -1.013 1.606
31 C 0.741 1.902 -1.328
32 C -1.558 -1.247 -0.664
33 H -0.107 -3.699 -2.511
34 H 0.322 -3.421 -0.822
35 H 0.633 -2.164 -2.016
36 H -2.496 -3.823 -2.612
37 H -4.699 -2.873 -2.142
38 H -5.497 0.189 -1.269
39 H -5.431 -0.428 0.378
40 H -6.097 -1.434 -0.916
41 H -4.234 3.425 -0.053
42 H -3.712 2.731 1.507
43 H -1.706 2.099 -1.107
44 H 0.314 4.846 0.275
45 H 2.770 4.858 0.069
46 H 3.940 2.926 -0.988
47 H 4.689 -0.367 -0.784
48 H 0.172 0.322 1.681
49 H 1.643 0.361 2.661
50 H 0.652 -2.190 1.334
51 H 0.060 -1.665 2.911
52 H 1.837 -3.275 3.241
53 H 2.376 -1.695 3.805
54 H 3.098 -2.946 1.114
55 H 4.123 -2.929 2.552
56 H 4.941 -1.128 1.260
57 H 3.916 -0.350 2.476
58 H 0.211 1.048 -1.719
59 H -0.678 -0.783 -0.244

As for the highest occupied orbital energy: -8.88 eV. As for the spin multiplicity: 1. The value obtained for the orbital gap is 9.49 eV. Its structure (SMILES) is Cc1ccc(C)c(C(=O)OCC(=O)Nc2cccc(S(=O)(=O)NC3=NCCCCC3)c2)c1. The value obtained for the LUMO energy is 0.610 eV.

***

Q.
ORCA calculation (the ωB97M-V functional and the def2-TZVPD basis) on C23H27N3O5S in the gas phase.

CARTESIAN COORDINATES (ANGSTROEM)
1 C 2.231 -4.724 1.476
2 O 1.978 -3.478 2.084
3 C 0.651 -3.032 1.991
4 C 0.225 -2.630 0.569
5 N 1.163 -1.701 0.001
6 C 1.572 -0.498 0.515
7 C 0.872 0.280 1.525
8 C -0.513 0.410 1.490
9 C -1.176 1.241 2.374
10 C -0.458 1.975 3.311
11 O -1.005 2.843 4.207
12 C -2.402 3.019 4.201
13 C 0.932 1.848 3.352
14 C 1.586 1.016 2.471
15 C 2.649 -0.114 -0.256
16 N 2.881 -1.019 -1.231
17 C 1.989 -1.960 -1.049
18 S 1.733 -3.318 -2.126
19 C 0.624 -2.486 -3.346
20 C -0.249 -1.483 -2.613
21 O -1.160 -1.823 -1.892
22 N 0.129 -0.193 -2.815
23 C -0.415 0.902 -2.108
24 C 0.436 1.833 -1.540
25 C -0.039 2.856 -0.739
26 C -1.402 2.947 -0.497
27 O -1.991 3.865 0.321
28 C -1.164 4.799 0.975
29 C -2.276 2.064 -1.132
30 C -1.806 1.056 -1.959
31 O -2.594 0.223 -2.678
32 C -3.986 0.271 -2.484
33 H 3.236 -5.010 1.783
34 H 1.516 -5.481 1.820
35 H 2.197 -4.668 0.383
36 H 0.599 -2.161 2.649
37 H -0.046 -3.802 2.355
38 H 0.199 -3.504 -0.087
39 H -0.778 -2.203 0.596
40 H -1.085 -0.106 0.735
41 H -2.249 1.323 2.304
42 H -2.923 2.091 4.454
43 H -2.607 3.767 4.966
44 H -2.757 3.383 3.232
45 H 1.477 2.423 4.084
46 H 2.661 0.926 2.509
47 H 3.248 0.770 -0.171
48 H 0.015 -3.284 -3.766
49 H 1.246 -2.030 -4.115
50 H 1.030 -0.025 -3.242
51 H 1.497 1.740 -1.708
52 H 0.662 3.545 -0.299
53 H -1.833 5.426 1.563
54 H -0.448 4.306 1.640
55 H -0.623 5.426 0.259
56 H -3.330 2.202 -0.957
57 H -4.252 0.068 -1.442
58 H -4.400 1.239 -2.787
59 H -4.395 -0.513 -3.118

As for the highest occupied orbital energy: -7.79 eV. As for the spin multiplicity: 1. The value obtained for the orbital gap is 8.46 eV. Its structure (SMILES) is COCCn1c(-c2ccc(OC)cc2)cnc1SCC(=O)Nc1ccc(OC)cc1OC. The value obtained for the LUMO energy is 0.668 eV.

***

Order of stability, best first: P, Q

***

P.
ORCA calculation (the ωB97M-V functional and the def2-TZVPD basis) on a molecular structure, C22H26N2O5.

CARTESIAN COORDINATES (ANGSTROEM)
1 C -2.437 -3.927 -0.018
2 C -2.304 -3.034 1.119
3 H -1.358 -3.039 1.641
4 H -3.245 -3.286 1.756
5 O -2.496 -1.823 0.605
6 C -3.796 -1.212 0.605
7 O -4.866 -1.860 0.840
8 C -3.676 0.305 0.046
9 C -4.693 1.213 -0.243
10 C -3.943 2.350 -0.458
11 C -2.701 2.349 -0.277
12 O -2.547 0.975 -0.027
13 C -1.408 2.832 -0.586
14 N -0.231 2.424 0.045
15 C 0.351 2.693 1.028
16 O 0.042 3.717 1.851
17 C 1.425 1.548 1.732
18 C 2.439 1.359 0.724
19 N 3.226 0.229 0.732
20 C 2.808 -0.780 1.833
21 O 3.387 -1.893 1.649
22 C 1.626 -0.406 2.870
23 C 0.688 0.536 2.174
24 H -0.138 0.700 3.032
25 H 0.207 0.104 1.028
26 H 1.394 -1.423 3.035
27 H 2.221 -0.217 3.583
28 C 4.137 -0.046 -0.258
29 H 4.884 -0.703 0.373
30 H 4.444 0.680 -0.641
31 C 3.551 -1.089 -1.314
32 C 2.181 -0.764 -1.913
33 C 1.067 -1.159 -1.186
34 C -0.217 -0.852 -1.650
35 C -0.297 0.150 -2.640
36 C 0.943 0.875 -3.201
37 C 2.157 0.207 -2.982
38 H 3.035 0.581 -3.009
39 H 0.835 1.441 -4.021
40 H -1.340 0.711 -2.882
41 H -1.018 -1.162 -1.000
42 H 0.951 -1.864 -0.179
43 H 3.331 -2.211 -0.745
44 H 4.215 -1.436 -2.047
45 H 3.143 2.253 0.632
46 H 2.208 1.392 -0.380
47 H 1.926 2.060 2.606
48 H 0.031 1.261 -0.325
49 H -1.506 4.031 0.001
50 H -1.439 3.341 -1.482
51 H -4.407 3.371 -0.784
52 H -5.668 1.036 -0.209
53 H -1.482 -3.620 -0.875
54 H -2.324 -5.046 0.307
55 H -3.313 -3.873 -0.514

As for the highest occupied orbital energy: -8.38 eV. As for the spin multiplicity: 1. The value obtained for the orbital gap is 8.39 eV. The value obtained for the LUMO energy is 0.004 eV.

***

Q.
ORCA calculation (the ωB97M-V functional and the def2-TZVPD basis) on C22H26N2O5 in the gas phase.

CARTESIAN COORDINATES (ANGSTROEM)
1 C 0.409 -3.772 -7.679
2 O 1.165 -2.705 -7.160
3 C 1.438 -2.687 -5.826
4 C 1.003 -3.640 -4.910
5 C 1.334 -3.513 -3.572
6 C 2.103 -2.447 -3.125
7 C 2.538 -2.351 -1.697
8 O 3.718 -2.408 -1.393
9 N 1.555 -2.249 -0.774
10 C 0.183 -1.888 -1.040
11 C -0.066 -0.438 -0.612
12 C 0.315 -0.190 0.856
13 C -0.671 -0.865 1.794
14 O -1.028 -2.022 1.685
15 N -1.202 -0.109 2.795
16 C -1.006 1.231 3.169
17 C 0.251 1.801 3.313
18 C 0.352 3.122 3.701
19 C -0.762 3.909 3.976
20 O -0.461 5.184 4.344
21 C -1.464 6.128 4.643
22 C -2.039 3.322 3.864
23 O -3.138 4.086 4.158
24 C -4.416 3.507 4.065
25 C -2.132 1.998 3.461
26 C 1.741 -0.705 1.109
27 C 1.898 -2.147 0.628
28 C 2.556 -1.509 -4.049
29 C 2.219 -1.620 -5.380
30 H 0.906 -4.733 -7.516
31 H -0.596 -3.803 -7.245
32 H 0.332 -3.584 -8.749
33 H 0.410 -4.484 -5.224
34 H 0.999 -4.262 -2.869
35 H -0.036 -2.000 -2.102
36 H -0.468 -2.550 -0.462
37 H -1.118 -0.192 -0.771
38 H 0.539 0.223 -1.238
39 H 0.280 0.888 1.038
40 H -1.945 -0.590 3.291
41 H 1.144 1.223 3.147
42 H 1.319 3.585 3.814
43 H -2.124 6.302 3.791
44 H -0.925 7.046 4.877
45 H -2.060 5.827 5.507
46 H -4.529 2.662 4.752
47 H -5.111 4.296 4.350
48 H -4.640 3.182 3.043
49 H -3.099 1.532 3.363
50 H 1.984 -0.654 2.172
51 H 2.444 -0.072 0.564
52 H 2.932 -2.475 0.744
53 H 1.234 -2.804 1.195
54 H 3.176 -0.692 -3.712
55 H 2.557 -0.895 -6.104

As for the highest occupied orbital energy: -8.08 eV. As for the spin multiplicity: 1. The value obtained for the orbital gap is 8.62 eV. Its structure (SMILES) is COc1ccc(C(=O)N2CCC(C(=O)Nc3ccc(OC)c(OC)c3)CC2)cc1. The value obtained for the LUMO energy is 0.550 eV.

***

Order of stability, best first: Q, P

***

P.
ORCA calculation (the ωB97M-V functional and the def2-TZVPD basis) on 2 unconnected molecules or ions with the total composition C11H11N.

CARTESIAN COORDINATES (ANGSTROEM)
1 C 3.273 0.800 1.105
2 C 2.653 0.230 0.072
3 C 3.468 -0.595 -0.784
4 C 4.834 -0.891 -0.397
5 C 5.251 -0.161 0.554
6 C 4.541 0.648 1.356
7 H 2.756 1.397 1.851
8 H 1.521 0.221 -0.049
9 H 3.162 -0.986 -1.750
10 H 5.602 -1.434 -1.222
11 H 6.338 -0.204 0.759
12 H 4.996 1.284 2.097
13 C -4.995 -0.901 -0.424
14 C -4.881 0.084 -1.365
15 C -3.835 0.958 -1.265
16 N -2.916 0.901 -0.246
17 C -3.207 -0.025 0.705
18 C -4.200 -0.928 0.743
19 H -5.625 -1.816 -0.472
20 H -5.322 0.065 -2.393
21 H -3.579 1.753 -2.024
22 H -2.611 -0.145 1.547
23 H -4.232 -1.744 1.583

As for the highest occupied orbital energy: -9.04 eV. As for the spin multiplicity: 1. The value obtained for the orbital gap is 9.87 eV. Its structure (SMILES) is c1ccccc1.c1ccncc1. The value obtained for the LUMO energy is 0.830 eV.

***

Q.
ORCA calculation (the ωB97M-V functional and the def2-TZVPD basis) on 2 unconnected molecules or ions with the total composition C11H11N.

CARTESIAN COORDINATES (ANGSTROEM)
1 C -1.001 -2.017 3.268
2 C -1.195 -2.923 2.196
3 C -0.833 -2.605 0.918
4 C -0.026 -1.458 0.758
5 C 0.073 -0.455 1.667
6 C -0.516 -0.733 2.910
7 H -1.269 -1.822 4.351
8 H -1.736 -3.791 2.480
9 H -1.021 -3.137 0.081
10 H 0.395 -1.311 -0.258
11 H 0.712 0.427 1.521
12 H -0.286 -0.140 3.736
13 C 0.970 0.468 -1.309
14 C 1.017 1.768 -0.695
15 C 0.677 2.957 -1.370
16 N 0.229 2.914 -2.677
17 C 0.155 1.716 -3.176
18 C 0.365 0.455 -2.560
19 H 1.371 -0.474 -0.892
20 H 1.280 1.692 0.321
21 H 0.682 3.976 -0.974
22 H 0.040 1.632 -4.194
23 H 0.121 -0.487 -3.074

As for the highest occupied orbital energy: -9.34 eV. As for the spin multiplicity: 1. The value obtained for the orbital gap is 10.03 eV. Its structure (SMILES) is c1ccccc1.c1ccncc1. The value obtained for the LUMO energy is 0.690 eV.

***

R.
ORCA calculation (the ωB97M-V functional and the def2-TZVPD basis) on 2 unconnected molecules or ions with the total composition C11H11N.

CARTESIAN COORDINATES (ANGSTROEM)
1 C -1.028 -0.053 -2.185
2 C -1.058 -1.393 -1.674
3 C -1.464 -1.579 -0.349
4 C -1.803 -0.494 0.478
5 C -1.704 0.794 -0.058
6 C -1.280 1.030 -1.385
7 H -0.802 0.042 -3.205
8 H -0.701 -2.198 -2.299
9 H -1.462 -2.592 0.158
10 H -2.345 -0.636 1.443
11 H -2.143 1.610 0.517
12 H -1.246 2.013 -1.844
13 C 2.083 1.396 1.014
14 C 2.187 0.635 -0.164
15 C 1.318 -0.440 -0.312
16 N 0.570 -1.001 0.790
17 C 0.776 -0.432 1.974
18 C 1.525 0.713 2.049
19 H 2.615 2.298 1.247
20 H 2.933 0.869 -0.861
21 H 0.986 -0.942 -1.153
22 H 0.263 -0.909 2.837
23 H 1.783 1.268 2.982

As for the highest occupied orbital energy: -8.20 eV. As for the spin multiplicity: 1. The value obtained for the orbital gap is 9.15 eV. Its structure (SMILES) is c1ccccc1.c1ccncc1. The value obtained for the LUMO energy is 0.944 eV.

***

Order of stability, best first: R, Q, P

***

P.
ORCA calculation (the ωB97M-V functional and the def2-TZVPD basis) on 2 unconnected molecules or ions with the total composition C11H11N.

CARTESIAN COORDINATES (ANGSTROEM)
1 C -3.498 -0.824 -0.996
2 C -3.619 0.618 -1.012
3 C -3.081 1.283 0.109
4 C -2.362 0.552 1.173
5 C -2.173 -0.769 1.019
6 C -2.732 -1.480 -0.071
7 H -4.235 -1.395 -1.678
8 H -4.147 1.172 -1.750
9 H -3.407 2.281 0.316
10 H -2.023 0.951 2.079
11 H -1.445 -1.389 1.644
12 H -2.473 -2.522 -0.206
13 C 3.626 1.103 -0.322
14 C 2.317 1.051 0.248
15 C 1.815 -0.168 0.374
16 N 2.635 -1.351 0.351
17 C 3.869 -1.120 -0.226
18 C 4.435 0.123 -0.529
19 H 4.058 2.074 -0.397
20 H 1.755 1.902 0.298
21 H 0.785 -0.419 0.853
22 H 4.548 -1.886 -0.425
23 H 5.349 0.213 -0.854

As for the highest occupied orbital energy: -9.16 eV. As for the spin multiplicity: 1. The value obtained for the orbital gap is 10.12 eV. Its structure (SMILES) is c1ccccc1.c1ccncc1. The value obtained for the LUMO energy is 0.960 eV.

***

Q.
ORCA calculation (the ωB97M-V functional and the def2-TZVPD basis) on 2 unconnected molecules or ions with the total composition C11H11N.

CARTESIAN COORDINATES (ANGSTROEM)
1 C 3.415 -0.203 -0.741
2 C 3.050 1.014 -0.634
3 C 2.031 1.257 0.253
4 C 1.255 0.242 0.897
5 C 1.643 -1.038 0.638
6 C 2.640 -1.264 -0.281
7 H 4.246 -0.361 -1.375
8 H 3.539 1.729 -1.201
9 H 1.617 2.244 0.138
10 H 0.282 0.489 1.357
11 H 1.046 -1.781 0.986
12 H 2.804 -2.309 -0.567
13 C -2.550 1.376 -0.108
14 C -1.561 0.885 0.744
15 C -1.340 -0.489 0.751
16 N -2.090 -1.391 0.094
17 C -3.031 -0.942 -0.719
18 C -3.328 0.399 -0.743
19 H -2.748 2.484 -0.472
20 H -1.069 1.558 1.570
21 H -0.555 -1.065 1.377
22 H -3.886 -1.490 -1.272
23 H -3.992 0.829 -1.550

As for the highest occupied orbital energy: -8.96 eV. As for the spin multiplicity: 1. The value obtained for the orbital gap is 9.62 eV. Its structure (SMILES) is c1ccccc1.c1ccncc1. The value obtained for the LUMO energy is 0.666 eV.

***

R.
ORCA calculation (the ωB97M-V functional and the def2-TZVPD basis) on 2 unconnected molecules or ions with the total composition C11H11N.

CARTESIAN COORDINATES (ANGSTROEM)
1 C -3.535 -0.230 0.621
2 C -2.814 -1.271 0.039
3 C -1.613 -1.013 -0.611
4 C -1.119 0.276 -0.689
5 C -1.850 1.322 -0.167
6 C -3.065 1.060 0.471
7 H -4.451 -0.441 1.153
8 H -3.193 -2.275 0.119
9 H -1.047 -1.840 -1.028
10 H -0.188 0.442 -1.206
11 H -1.498 2.351 -0.241
12 H -3.593 1.889 0.933
13 C 3.612 0.069 0.564
14 C 2.991 -1.198 0.398
15 C 1.698 -1.234 -0.130
16 N 1.067 -0.144 -0.525
17 C 1.720 1.059 -0.429
18 C 2.975 1.206 0.096
19 H 4.702 0.090 0.896
20 H 3.576 -2.107 0.620
21 H 1.086 -2.162 -0.288
22 H 1.139 1.914 -0.778
23 H 3.401 2.238 0.183

As for the highest occupied orbital energy: -8.13 eV. As for the spin multiplicity: 1. The value obtained for the orbital gap is 8.74 eV. Its structure (SMILES) is c1ccccc1.c1ccncc1. The value obtained for the LUMO energy is 0.610 eV.

***

Order of stability, best first: R, P, Q